A 2-piece molecular cluster, C15H27Cl2N2O4 overall in a non-equilibrium geometry. Source: OMol25; level of theory: ωB97M-V/def2-TZVPD.

For the calculated total energy, the calculation gives -52201.7105 eV. Its spin multiplicity is 2. The LUMO energy (spin up / spin down) comes out at 0.3045 / -1.8484 eV. As for the HOMO-LUMO gap (spin up / spin down): 6.74 / 6.70 eV. The value obtained for the HOMO energy (spin up / spin down) is -0.236 / -0.314 hartree.

Atoms and positions in Å:
1 H 0.435 -1.009 -5.024
2 H 1.596 4.165 3.627
3 H 0.060 -4.735 -5.253
4 H -1.872 -1.008 -4.086
5 C 1.901 -2.561 -3.296
6 Cl 0.186 0.777 1.731
7 H -2.140 -1.207 -0.773
8 N -0.563 -3.031 -3.225
9 C 1.679 -1.283 -2.491
10 C -2.687 2.302 4.426
11 C -1.930 -2.111 -1.346
12 H 2.208 -3.357 -2.609
13 H 0.266 -0.461 -1.091
14 H 1.583 -0.423 -3.159
15 H 0.241 2.332 5.418
16 C 1.948 3.571 5.895
17 H -0.162 4.045 5.470
18 H -0.546 0.021 -3.524
19 C -0.237 4.043 2.981
20 H -2.252 2.775 5.318
21 H -0.488 -2.301 -5.797
22 H 2.737 -2.414 -3.984
23 O 2.034 4.923 6.319
24 C 0.612 3.330 5.148
25 N 0.872 3.453 3.695
26 O -0.507 -4.086 -2.472
27 C 0.934 -4.369 -4.712
28 O -0.913 3.201 2.127
29 H 1.222 -5.119 -3.977
30 C 0.660 -3.003 -4.078
31 H 2.098 2.857 6.715
32 H -1.666 -2.882 -0.622
33 H -2.040 -0.049 -2.636
34 C -0.851 1.900 2.512
35 H 1.758 -4.294 -5.423
36 H -2.850 -2.413 -1.851
37 O -0.495 5.172 3.098
38 C -0.811 -1.844 -2.355
39 C -1.727 1.445 3.673
40 C -1.336 -0.658 -3.204
41 H 0.669 -2.139 -0.806
42 H -3.508 1.657 4.759
43 H -3.143 3.054 3.772
44 H 1.160 5.272 6.522
45 H 2.781 3.427 5.196
46 H 2.558 -1.085 -1.872
47 C 0.448 -1.413 -1.596
48 H 1.252 -2.186 -6.007
49 Cl -1.617 -0.218 4.150
50 C 0.446 -2.065 -5.282

***

C15H27Cl2NO5PPd as an isolated structure. Source: OMol25; level of theory: ωB97M-V/def2-TZVPD.

For the calculated total energy, the calculation gives -65539.4203 eV. The value obtained for the energy relative to the best compared isomer or geometry (same formula, charge and spin) is 0.109 eV. Its total charge is -1. Its spin multiplicity is 1. The LUMO energy comes out at 2.7229 eV. As for the HOMO-LUMO gap: 6.58 eV. The value obtained for the HOMO energy is -0.142 hartree.

Atoms and positions in Å:
1 O -3.428 -0.771 -0.117
2 C -0.330 -0.704 -3.555
3 H -1.026 1.555 -2.182
4 N 1.642 2.242 0.490
5 C -0.465 -2.863 2.752
6 H -2.067 1.393 -3.618
7 P -1.954 -0.588 -0.017
8 H 1.783 6.107 0.366
9 C -1.670 -2.149 2.152
10 C 0.513 2.978 0.381
11 C 1.737 5.026 0.411
12 H 0.382 -2.177 2.802
13 H -3.044 -0.896 -4.194
14 C 2.801 2.887 0.612
15 H 4.126 -1.391 -0.758
16 C -2.865 -3.094 2.041
17 H 3.550 -1.857 0.866
18 O -1.250 -1.785 0.832
19 O 4.007 0.745 0.945
20 H 4.490 2.508 1.821
21 H -0.414 4.890 0.239
22 H -0.076 -1.766 -3.568
23 C 2.885 4.278 0.562
24 C -2.757 -1.261 -3.204
25 C -1.559 -0.477 -2.679
26 H 3.166 0.512 0.455
27 H -0.404 2.396 0.337
28 H 0.520 -0.153 -3.143
29 H -2.499 -2.318 -3.282
30 C -2.025 -0.926 2.995
31 C 0.523 4.358 0.335
32 H 4.819 2.442 0.094
33 Cl 1.878 -2.075 -0.771
34 C 4.099 2.136 0.867
35 H -2.248 -1.240 4.018
36 H -3.193 -3.419 3.032
37 O -1.414 0.732 0.439
38 Pd 1.223 0.236 -0.196
39 H 3.856 4.751 0.649
40 H -0.691 -3.228 3.757
41 Cl 4.283 -3.717 -0.390
42 H -0.513 -0.372 -4.580
43 C -1.872 1.016 -2.611
44 H -1.194 -0.221 3.005
45 H -2.750 1.199 -1.990
46 H -3.679 -2.580 1.532
47 O -1.186 -1.000 -1.400
48 H -0.185 -3.710 2.123
49 C 3.549 -2.107 -0.188
50 H -3.591 -1.153 -2.512
51 H -2.898 -0.418 2.583
52 H -2.586 -3.973 1.458

***

C15H27ClI2NO16S2 as an isolated structure. Source: OMol25; level of theory: ωB97M-V/def2-TZVPD.

For the calculated total energy, the calculation gives -100638.2284 eV. The value obtained for the energy relative to the best compared isomer or geometry (same formula, charge and spin) is 0.000 eV. Its total charge is -1. Its spin multiplicity is 1. The LUMO energy comes out at 2.0479 eV. As for the HOMO-LUMO gap: 8.30 eV. The value obtained for the HOMO energy is -0.230 hartree.

Atoms and positions in Å:
1 H -2.887 6.226 1.660
2 S -1.552 -0.183 -0.578
3 O 5.815 -2.046 1.701
4 O -1.402 0.740 -1.674
5 H -1.277 -4.687 -4.412
6 C 0.192 -8.535 -7.003
7 H 1.145 5.562 5.708
8 H 7.183 -2.914 -0.381
9 H -7.393 6.796 -0.132
10 C -4.762 5.013 -0.599
11 O -0.131 4.670 3.590
12 O -1.831 0.383 0.715
13 H 5.649 -1.243 4.205
14 C 2.469 -1.252 0.060
15 H 0.028 4.261 6.185
16 H -2.272 4.595 2.023
17 H 6.737 -4.287 0.659
18 H 7.006 -0.184 4.662
19 H -1.790 -6.018 -3.343
20 O -1.884 6.085 3.418
21 C -0.887 5.480 4.056
22 H 3.263 -0.546 0.296
23 C 6.476 -0.642 3.832
24 O -6.015 5.329 -0.235
25 H 1.081 -9.096 -7.276
26 H -6.300 6.928 -1.531
27 H 2.707 -1.705 -0.901
28 H -5.720 7.360 0.095
29 H -0.420 -4.980 -2.885
30 O -2.964 -2.322 1.306
31 H -2.481 3.791 -0.155
32 O -3.973 5.790 -1.080
33 O -4.557 3.740 -0.328
34 O 0.018 -6.323 -4.339
35 H -3.225 2.200 -0.379
36 C 6.947 -2.110 2.101
37 S -3.567 -1.958 0.059
38 C 0.034 -1.023 -0.525
39 H -0.108 -7.892 -7.829
40 C -2.050 5.659 2.057
41 O 7.926 -2.837 1.560
42 H -3.097 3.314 -1.757
43 C 7.526 -3.582 0.406
44 O -4.373 -2.940 -0.602
45 H 8.411 -4.119 0.077
46 C -0.940 -5.452 -3.717
47 H 2.482 -2.007 0.848
48 N -2.590 -1.321 -1.010
49 O -1.551 -6.935 -5.847
50 I 1.193 1.342 0.961
51 O 0.553 -7.756 -5.863
52 Cl -4.924 -0.455 0.508
53 C 0.161 5.339 6.119
54 H -1.154 5.869 1.477
55 C 1.144 -0.550 0.029
56 H 6.096 0.128 3.163
57 O 7.436 -1.466 3.160
58 H 0.062 5.785 7.105
59 C -3.253 3.238 -0.684
60 H -0.619 -9.220 -6.761
61 C -6.366 6.689 -0.470
62 O -0.865 5.926 5.318
63 I 0.090 -2.893 -1.481
64 C -0.440 -6.993 -5.388

***

What is the formula in the first record? C15H27Cl2N2O4

***

What is the calculated total energy in the first record? -52201.7105 eV